No. 1
The following is a DFT calculation (the ωB97M-V functional and the def2-TZVPD basis) of a cluster of 10 separate species, C37H85NO20 in total in a non-equilibrium geometry.

The SMILES is C[N+](=O)[O-].O=C1CCCO1.O=C1CCCO1.COCCOC.COCCOC.COCCOC.COCCOC.COCCOC.COCCOC.COCCOC. For the LUMO energy, the calculation gives 0.16 eV. The value obtained for the HOMO-LUMO gap is 9.0 eV. The net charge is 0. The value obtained for the strongest force on any atom is 3.49 eV Å⁻¹.

Structure (XYZ):
```
143
Properties=species:S:1:pos:R:3:mulliken_charge:R:1
C -2.3302 0.8703 -1.5272 0.929
O 4.8600 -0.9840 0.4188 0.229
H 2.0855 -2.6946 -2.4590 -0.016
C -4.4927 -2.3140 -1.0472 -0.958
H 2.3892 2.3531 4.6305 0.234
H 0.0865 5.0066 4.1474 0.205
C -3.0274 5.2783 0.8777 -0.391
H -0.6295 6.7436 3.6948 0.320
O -0.0211 3.4893 -3.2405 -0.407
H 0.6437 -3.2122 -5.4890 0.260
H -4.4724 -2.9454 -1.9452 0.283
C -5.3609 1.7541 -3.4990 -0.278
C 3.2075 -3.3675 2.5595 -0.789
H -3.5394 6.0159 4.0680 0.234
H 0.4071 -4.5259 -0.7998 0.386
H 2.8293 -4.4538 -4.4712 0.057
H 1.7878 -6.9704 -0.5994 0.436
O -1.9929 3.3015 -4.4376 -0.630
C -2.2391 -2.5391 -0.4479 -0.961
H -2.7563 -3.4609 -0.0925 0.597
C 2.3224 -6.1829 -2.4842 0.170
C -3.6643 2.0478 2.7396 -0.120
H -4.3027 3.5051 -2.6248 0.361
H -5.2458 -1.5936 -1.1326 0.284
O 3.3038 -2.2300 3.5100 -0.525
H 4.0264 1.8653 4.7717 0.248
H -1.1613 -0.9339 0.4162 -0.154
C 2.1040 -0.6444 4.7694 -1.188
H 2.0387 1.4134 -4.8054 0.071
H 4.4809 -2.0056 -3.7567 0.263
C 0.6516 -2.7224 -4.4608 -0.314
H -0.2005 2.3344 -6.1452 0.533
H 2.4609 2.8928 1.2888 0.500
H 1.7450 -1.0454 -2.6790 -0.166
H -0.4223 5.1095 1.8040 0.305
C 2.3116 -1.8513 -3.0829 0.639
H -3.4218 6.3123 5.8138 0.234
H -0.9479 0.3114 4.2207 0.284
C 0.0392 2.1696 -5.1291 -0.307
H -4.4105 1.3312 -3.7030 -0.016
O 2.5726 0.4959 4.0718 -0.029
H 2.7239 -6.0940 -5.0692 0.296
H -0.2811 -2.2738 -4.1259 0.082
H -4.5508 2.1390 2.0985 0.329
H 0.4072 0.8761 3.3313 -0.034
O -0.1664 -0.0609 -1.8224 -0.422
H -5.0289 -0.4676 4.4460 0.211
C 5.9618 -1.8425 0.3683 -0.952
O -5.4310 2.5580 -1.1515 -0.343
O -1.2461 1.6964 2.6009 -0.439
H -3.3952 4.2734 0.9906 -0.016
C -5.7783 1.2445 -1.1063 0.674
H 6.1102 -2.3578 -0.6471 0.165
C 1.0762 -4.7039 0.0515 -0.400
C 3.3595 -5.3936 -4.4256 -0.424
C 1.2800 2.8393 -3.2586 0.001
O -1.6964 5.6108 4.9388 -0.374
H 4.1145 -0.1212 2.2441 -0.460
H 1.0937 -0.4390 5.1282 0.395
C -5.2075 2.9456 -2.5886 -0.563
O -3.2534 -1.6930 -0.8288 0.056
H 0.6489 -5.4746 0.6563 0.526
O 3.7295 -0.0279 -3.3359 0.012
C -1.4478 -1.9324 0.6359 1.187
C -4.8162 0.2504 3.6052 -0.368
H 4.8212 2.2509 1.5003 0.306
C 3.7494 -1.4049 -3.0829 0.011
C -5.9791 0.7222 -2.5361 -0.085
H 1.5087 -2.5909 4.3886 0.662
H -5.4207 -0.2497 -2.5881 -0.105
H 2.6036 -4.2040 2.9589 0.338
H -2.6736 7.4533 4.6549 0.306
H 1.3649 2.0096 -2.5670 -0.157
H 4.3385 -5.2572 -4.8926 0.288
H -3.3243 0.4288 -1.8572 -0.552
H -2.2549 1.8930 -1.9104 0.829
O 3.4186 1.3704 0.1863 -0.175
O -2.2887 -1.6445 1.7874 0.225
C 1.4584 2.3570 -4.7059 -0.130
C 4.9819 0.6762 -3.2562 -0.739
H 5.2898 0.6695 -2.1895 0.030
C -1.2785 5.0428 2.5396 0.966
H 4.7935 1.6689 -3.6113 0.268
H -2.9537 -2.0732 3.6126 0.241
C 2.3551 1.8698 1.0964 0.334
H 5.8259 -2.6690 1.1425 0.203
H -0.7070 -0.3428 2.6399 -0.070
H -7.0794 0.5264 -2.6904 0.469
H 4.0564 -1.6603 -2.0713 -0.214
H -0.3731 1.1529 -4.9184 -0.140
C 4.9012 -0.0034 1.4323 0.208
H -3.7991 6.0503 0.5544 0.271
N -1.2939 0.0541 -2.2749 1.104
H -2.7690 -3.5761 2.6931 0.277
O -2.4260 5.6693 2.0587 -0.392
H 2.0104 -7.1546 -2.8638 0.408
H -3.3363 3.0080 3.1839 -0.227
H 1.4220 1.7474 0.4675 -0.156
H 2.9478 1.2920 5.9424 0.431
C 2.0109 -1.7855 3.8429 0.007
H -2.5307 0.4270 1.7705 -0.628
H 4.1951 -3.7564 2.5297 0.493
H -4.4453 -0.3359 2.7814 -0.021
C 4.7164 1.3458 0.7942 -0.955
H -5.8696 1.8949 -4.4974 0.378
C -2.4572 1.5635 1.9406 0.381
O -5.9784 0.6494 -0.0733 -0.609
O 1.8445 -2.0314 -4.4074 -0.411
C 2.5010 -6.2446 -0.9667 -0.810
H -2.1292 0.8324 -0.4724 -1.231
H 1.5893 -1.4865 2.8841 0.038
H 5.5166 1.5333 0.1372 0.412
H 3.5099 -6.6613 -0.8221 0.339
H -4.8206 -2.9346 -0.1783 0.291
H -0.5399 -2.4679 0.8606 -0.762
H -5.7393 0.7460 3.2985 0.335
H 1.9588 3.6374 -3.0206 0.407
H -1.4246 3.9840 2.5582 -0.647
C -2.9277 6.4190 4.8319 -0.620
C -0.6025 0.5959 3.2189 -0.159
C 3.0189 1.5264 4.8951 -0.938
H 1.9388 3.1875 -5.3146 0.312
H -2.3588 2.1136 1.0232 0.366
H 6.8916 -1.3375 0.5329 0.456
H -1.3186 -2.6893 3.2461 0.150
H -2.3269 5.3216 0.0335 0.316
H 5.8304 -0.1560 2.0353 0.472
H -6.0704 3.6465 -2.7264 0.348
H 3.0378 -3.0747 1.4891 0.144
H 5.7986 0.1651 -3.7609 0.346
H 1.1370 -3.8360 0.7267 -0.508
C -0.8350 5.6226 3.8487 -0.565
H -1.5935 -2.8413 -1.2813 0.102
H 0.7938 -3.5905 -3.8196 -0.014
O -3.8834 1.2457 3.8895 -0.392
H 1.5948 -5.3808 -2.7013 -0.246
O 3.5810 -5.8005 -3.1079 -0.345
C -0.8138 3.0578 -4.2669 0.510
O 2.3628 -5.0288 -0.3200 -0.144
H 2.7425 -0.9041 5.6533 0.531
H 2.3344 1.3223 2.0143 -0.483
O -1.6899 -0.4544 -3.3099 -0.733
C -2.3606 -2.5971 2.9079 -0.896
```

***

No. 2
The following is a DFT calculation (the ωB97M-V functional and the def2-TZVPD basis) of the ion C3H5O2S with charge -1 in a non-equilibrium geometry.

The SMILES is O=C([O-])CCS. For the LUMO energy, the calculation gives 3.22 eV. The value obtained for the HOMO-LUMO gap is 7.1 eV. The net charge is -1. The value obtained for the strongest force on any atom is 4.19 eV Å⁻¹. The value obtained for the relative energy (zero: lowest compared OMol25 entry of this formula, charge and spin) is 77.2 kJ/mol.

Structure (XYZ):
```
11
Properties=species:S:1:pos:R:3:nbo_charge:R:1
H 0.0815 -1.3574 -1.0257 0.202
C 0.7811 0.8517 -1.3178 0.772
O 0.4802 0.5526 -2.5733 -0.804
C 0.4175 -0.4225 -0.4038 -0.540
O 1.2228 1.8454 -0.6682 -0.764
H -1.6792 0.1284 -0.2213 0.214
H 1.2704 -0.7188 0.2681 0.195
S -1.0808 -1.1896 1.8685 -0.199
H -0.6483 1.0140 1.0080 0.227
C -0.7807 0.0558 0.3991 -0.418
H -0.0645 -0.7595 2.6663 0.116
```

***

No. 3
The following is a DFT calculation (the ωB97M-V functional and the def2-TZVPD basis) of a cluster of 4 separate species, H8O4 in total in a non-equilibrium geometry.

The SMILES is O.O.O.O. For the LUMO energy, the calculation gives 0.67 eV. The value obtained for the HOMO-LUMO gap is 11.9 eV. The net charge is 0. The value obtained for the strongest force on any atom is 4.14 eV Å⁻¹. The value obtained for the relative energy (zero: lowest compared OMol25 entry of this formula, charge and spin) is 143.9 kJ/mol.

Structure (XYZ):
```
12
Properties=species:S:1:pos:R:3:nbo_charge:R:1
O -0.8189 1.2927 -6.1735 -0.959
H -0.1086 1.0222 -5.6010 0.480
H -2.8609 -0.2713 -3.6208 0.476
H -3.0529 0.0644 -2.0999 0.470
H -0.6387 1.3636 -7.0735 0.479
H 2.0308 1.6641 5.5420 0.481
H 3.1899 0.6760 5.0260 0.473
O 2.4131 0.7005 5.5331 -0.953
H 1.2854 -1.8916 4.5629 0.485
H 0.7795 -1.7718 3.0371 0.472
O 1.1742 -2.3886 3.7006 -0.957
O -3.3930 -0.4601 -2.8330 -0.946
```

***

No. 4
The following is a DFT calculation (the ωB97M-V functional and the def2-TZVPD basis) of the molecule C27H30N4O5.

The SMILES is COc1ccc(N2CCN(C(=O)C(=O)c3cn(CC(=O)N4CCOCC4)c4ccccc34)CC2)cc1. For the LUMO energy, the calculation gives 0.22 eV. The value obtained for the HOMO-LUMO gap is 7.7 eV. The net charge is 0. The value obtained for the strongest force on any atom is 0.80 eV Å⁻¹. The value obtained for the relative energy (zero: lowest compared OMol25 entry of this formula, charge and spin) is 300.8 kJ/mol.

Structure (XYZ):
```
66
Properties=species:S:1:pos:R:3:nbo_charge:R:1
N 4.4406 -0.3884 0.0364 -0.452
H -6.3224 1.8756 0.6435 0.198
C 1.5411 -2.0736 -1.5465 -0.257
H 0.1872 0.6799 -1.8839 0.255
C -2.3281 -0.9032 2.8400 -0.210
H 3.8151 0.2121 1.9318 0.215
H -1.7320 -0.5831 -2.6172 0.229
C -2.0139 -0.9558 -1.6292 -0.315
C 4.5538 0.4899 1.1837 -0.223
H 3.9331 1.3589 -2.4816 0.240
H 0.2665 1.2707 3.2035 0.234
H -2.2217 1.5720 -1.8687 0.219
N 3.6755 1.9819 -0.5392 -0.412
C -3.5166 -0.7543 -1.3915 0.684
H 6.1883 0.3209 -0.7566 0.199
H -3.0840 -1.6995 0.9957 0.240
O -4.2473 -1.7144 -1.2344 -0.631
H -3.7612 2.3160 -2.3464 0.202
H -2.7421 2.0221 0.5295 0.178
C -3.2491 1.7446 -1.5620 -0.245
O -4.6121 2.8035 0.1407 -0.521
C 2.6556 -1.7377 0.9403 -0.250
H -1.8354 -2.0372 -1.6019 0.258
C -5.3131 1.5963 0.3389 -0.078
H 1.1018 -2.2195 -2.5212 0.220
H -3.0455 -1.4364 3.4464 0.214
N -1.2085 -0.3007 -0.6331 -0.354
H 5.5523 0.3803 1.6225 0.195
C 4.5443 1.4894 -1.5875 -0.246
H 3.0918 -1.6581 1.9239 0.213
H 5.1911 -0.5868 -1.8953 0.219
H 5.3271 2.2238 -1.8009 0.199
C -0.4552 0.6248 2.7301 -0.201
O -0.1982 -3.4034 -0.6978 -0.529
C -1.3917 -0.0750 3.4613 -0.232
C 0.3457 1.0333 0.2899 -0.276
H -0.1058 -4.8499 0.7860 0.177
C 1.4286 1.9751 0.4492 0.488
C 0.9362 -2.6759 -0.4468 0.340
H -5.8360 -0.1974 -0.7777 0.251
C -0.7896 -4.1026 0.3711 -0.258
H 5.2710 2.4893 0.6441 0.194
C 2.3451 2.0386 -0.7718 0.615
H -4.8359 1.0121 1.1409 0.173
H 3.0919 -0.8469 -2.2864 0.216
C -2.3576 -1.0571 1.4681 -0.256
H -2.8236 3.5381 -0.4111 0.201
H -1.4070 0.0163 4.5372 0.214
C -3.2847 2.5611 -0.2616 -0.080
C -1.4169 -0.3530 0.7270 0.104
C 1.5101 -2.4977 0.8035 -0.299
H -1.1135 -3.4233 1.1665 0.184
H 1.0837 -2.9516 1.6839 0.225
H 3.7114 2.4907 1.4831 0.262
C -5.3456 0.7615 -0.9453 -0.257
H -5.8691 1.3131 -1.7328 0.197
C 5.1606 0.1513 -1.0944 -0.233
O 1.6204 2.6234 1.4652 -0.560
N -3.9788 0.5107 -1.3661 -0.435
C 4.3188 1.9605 0.7533 -0.257
O 1.8952 2.0727 -1.9078 -0.638
C 2.6756 -1.3030 -1.4035 -0.283
H -1.6600 -4.6036 -0.0504 0.203
C -0.4655 0.4886 1.3459 0.009
C -0.1519 0.4970 -0.8828 0.103
C 3.2598 -1.1073 -0.1494 0.225
```

***

No. 5
The following is a DFT calculation (the ωB97M-V functional and the def2-TZVPD basis) of a cluster of 2 separate species, C6H9N2O2 in total in a non-equilibrium geometry.

For the LUMO energy, the calculation gives -5.44 eV. The value obtained for the HOMO-LUMO gap is 9.1 eV. The net charge is +1. The value obtained for the strongest force on any atom is 6.24 eV Å⁻¹. The value obtained for the relative energy (zero: lowest compared OMol25 entry of this formula, charge and spin) is 433.6 kJ/mol.

Structure (XYZ):
```
19
Properties=species:S:1:pos:R:3:nbo_charge:R:1
C -1.5470 0.5080 1.8805 -0.441
O -2.8783 -0.1773 -0.6642 -0.582
C 1.5750 0.9554 0.0880 -0.026
H -1.7514 -0.3307 2.4812 0.243
N -0.4306 0.3837 1.0295 -0.323
H -2.4580 0.5296 1.3341 0.279
H -3.1574 -1.9246 -1.5580 0.191
H 2.4660 -1.0665 -1.8405 0.249
H -1.5336 1.2731 2.5645 0.245
H 1.7859 0.1218 -2.6630 0.251
O -1.3070 -1.5972 -0.9620 -0.442
C -2.4890 -1.1788 -1.1505 0.626
C 1.5308 -0.5936 -1.8602 -0.464
C 0.7029 1.2079 1.1469 -0.028
H 0.9241 -1.4079 -2.3701 0.270
H 0.8601 1.8339 1.9438 0.254
N 1.0119 -0.1026 -0.6455 -0.344
H 2.6412 1.1301 -0.1921 0.275
C -0.2255 -0.2470 -0.1003 0.766
```

***

No. 6
The following is a DFT calculation (the ωB97M-V functional and the def2-TZVPD basis) of a cluster of 2 separate species, C5H10NP in total in a non-equilibrium geometry.

The SMILES is C/C=P/C.CC#N. For the LUMO energy, the calculation gives 0.36 eV. The value obtained for the HOMO-LUMO gap is 9.7 eV. The net charge is 0. The value obtained for the strongest force on any atom is 3.98 eV Å⁻¹. The value obtained for the relative energy (zero: lowest compared OMol25 entry of this formula, charge and spin) is 105.7 kJ/mol.

Structure (XYZ):
```
17
Properties=species:S:1:pos:R:3:nbo_charge:R:1
H -2.8285 1.6990 0.1501 0.226
H -2.8283 0.6927 1.6259 0.226
C -1.5405 0.0036 -0.0154 -0.627
H -1.1104 -2.2452 -2.8368 0.251
P -1.2911 -0.0465 -1.6631 0.688
H -0.6627 -2.4128 -1.1653 0.239
H 0.4906 -1.6817 -2.4132 0.247
N 2.6389 -1.7001 2.3570 -0.333
C -2.1453 1.1531 0.8406 -0.659
H 2.5923 1.0183 0.8929 0.257
C 2.0347 0.0794 0.5593 -0.725
H 0.9935 0.3342 0.5157 0.262
C 2.3554 -0.9905 1.5193 0.279
C -0.5857 -1.6676 -1.9631 -1.019
H -1.2203 -0.8955 0.5426 0.208
H -1.2918 1.7907 1.3339 0.227
H 2.5161 -0.3357 -0.4236 0.256
```

***

What is the formula in the second record?
C3H5O2S

***

What is the strongest force on any atom in the fourth record?
0.80 eV Å⁻¹

***

Which of these has the highest strongest force on any atom?
C6H9N2O2

***

Look up the LUMO of the fifth one.
-5.44 eV